(1)
DFT (the ωB97M-V functional and the def2-TZVPD basis) results for 4 unconnected molecules or ions with the total composition C24H54IN3O9PS.

Computed properties:
- total charge = -1
- HOMO level (eV) = -3.946
- gap between HOMO and LUMO (eV) = 6.26
- E_LUMO (eV) = 2.316
- energy (Ha) = -2825.15875

Element x y z (Å)
C  2.4920  -1.6181  -0.8854
C  1.9370  -0.6436  -1.5918
C  1.6784  0.8562  -2.1979
O  0.4397  0.8883  -2.9912
P  -0.9791  1.3451  -2.0441
C  -1.4192  -0.4323  -1.4771
C  -2.9353  -0.8546  -1.9250
O  -3.8481  -0.9648  -1.0306
I  -3.4748  -1.2655  -4.0343
O  0.0149  1.7718  -0.6468
C  1.3907  2.0402  -1.0809
S  1.6595  3.5832  -2.1600
H  3.1169  -2.4537  -0.3859
H  2.5839  1.0161  -2.9094
H  -1.6728  1.0657  -3.3034
H  -2.1950  1.7292  -1.3242
H  -1.0466  2.7182  -2.5247
H  -0.7306  -1.1996  -2.0028
H  -1.4015  -0.5589  -0.3192
H  2.1809  2.2056  -0.2655
H  2.0966  3.1699  -3.4314
C  4.2924  -8.7189  -2.1600
O  3.3027  -8.3043  -3.0939
C  2.0375  -8.9454  -2.9107
C  1.0005  -7.9661  -2.3500
N  1.2923  -7.6129  -0.9592
C  0.5251  -6.4669  -0.4619
C  0.7049  -5.1138  -1.1739
O  1.9912  -4.5253  -0.9974
C  2.9945  -5.0235  -1.8665
H  5.2574  -8.3518  -2.5061
H  4.0989  -8.2838  -1.1745
H  4.3339  -9.8077  -2.0837
H  2.1170  -9.8481  -2.2969
H  1.7073  -9.2570  -3.9068
H  0.0084  -8.4250  -2.4020
H  1.0042  -7.0827  -2.9954
H  2.2793  -7.3911  -0.8747
H  0.8165  -6.3317  0.5855
H  -0.5386  -6.7310  -0.4596
H  -0.0009  -4.4142  -0.7185
H  0.4372  -5.1546  -2.2365
H  2.6003  -5.2930  -2.8498
H  3.4983  -5.8744  -1.4054
H  3.7456  -4.2408  -2.0008
C  1.5478  -1.6472  5.6165
O  0.8365  -0.4153  5.6050
C  1.4640  0.6161  6.3704
C  2.0634  1.6914  5.4574
N  3.2318  1.1893  4.7314
C  3.6682  2.0556  3.6328
C  2.6765  2.3220  2.4857
O  2.3946  1.1821  1.6794
C  1.4146  0.3064  2.2135
H  0.8983  -2.4154  5.1998
H  2.4412  -1.5825  4.9876
H  1.8287  -1.9332  6.6327
H  2.2056  0.2181  7.0702
H  0.6702  1.0791  6.9655
H  2.3620  2.5520  6.0642
H  1.2745  2.0127  4.7709
H  3.0132  0.2766  4.3442
H  4.5561  1.5815  3.2001
H  3.9973  3.0141  4.0512
H  3.1480  3.0454  1.8143
H  1.7490  2.7968  2.8282
H  0.6404  0.8370  2.7740
H  1.8923  -0.4520  2.8361
H  0.9381  -0.2161  1.3808
C  -6.5844  5.0678  0.3950
O  -6.3515  5.9511  -0.6961
C  -5.7610  7.1947  -0.3109
C  -4.2999  7.2747  -0.7671
N  -3.4483  6.3604  -0.0042
C  -2.1140  6.1679  -0.5802
C  -2.0181  5.5761  -1.9980
O  -2.4235  4.2149  -2.0914
C  -3.8237  4.0190  -2.1925
H  -7.2215  4.2579  0.0430
H  -5.6442  4.6305  0.7445
H  -7.0852  5.5802  1.2196
H  -5.8623  7.3852  0.7621
H  -6.3242  7.9740  -0.8347
H  -3.9370  8.2985  -0.6317
H  -4.2790  7.0417  -1.8359
H  -3.9014  5.4535  0.0490
H  -1.5799  5.4929  0.0973
H  -1.5793  7.1249  -0.5549
H  -0.9617  5.5860  -2.2801
H  -2.5315  6.1892  -2.7497
H  -4.3197  4.8201  -2.7484
H  -4.2579  3.9124  -1.1973
H  -3.9963  3.0776  -2.7195



(2)
DFT (the ωB97M-V functional and the def2-TZVPD basis) results for 10 unconnected molecules or ions with the total composition C24H54N6O23S4.

Computed properties:
- total charge = 0
- HOMO level (eV) = -9.264
- gap between HOMO and LUMO (eV) = 8.76
- E_LUMO (eV) = -0.503
- SMILES string = C[N+](=O)[O-].O=S1(=O)OCCO1.O=S1(=O)OCCO1.O=S1(=O)OCCO1.O=S1(=O)OCCO1.CN(C)C=O.CN(C)C=O.CN(C)C=O.CN(C)C=O.CN(C)C=O
- energy (Ha) = -4598.40101

Element x y z (Å)
C  -5.0908  2.7047  2.1838
N  -4.5788  1.4173  2.7288
O  -3.3917  1.1890  2.6846
O  -5.4278  0.5549  2.8783
H  -6.1399  2.8000  2.4409
H  -5.0608  2.5248  1.1097
H  -4.4860  3.5447  2.5036
O  0.5196  0.4386  -1.9030
S  -0.8144  0.4063  -1.3823
O  -1.8963  1.0139  -2.1000
O  -1.2298  -1.0944  -0.9375
C  -0.6066  -1.3688  0.3161
C  -0.4277  -0.0160  1.0664
O  -0.7973  0.9829  0.1481
H  -1.2033  -2.0586  0.9036
H  0.4288  -1.6989  0.2114
H  0.6052  0.0943  1.3844
H  -1.1271  -0.0944  1.8979
O  0.0564  3.3131  -8.4376
S  -0.9290  3.4808  -7.4311
O  -2.2571  3.9049  -7.7785
O  -0.8613  2.1003  -6.5210
C  -1.3130  2.4060  -5.2023
C  -0.7865  3.8386  -4.9647
O  -0.3628  4.3347  -6.1956
H  -2.4042  2.3251  -5.2724
H  -0.9903  1.6290  -4.5146
H  0.0175  3.7500  -4.2341
H  -1.6030  4.4405  -4.5600
O  0.9131  -0.9644  3.7913
S  0.7533  -2.3815  3.6636
O  -0.5240  -3.0053  3.4585
O  1.9113  -2.7845  2.5583
C  3.0940  -3.3317  3.0969
C  2.9429  -3.2575  4.6031
O  1.5488  -3.1646  4.8564
H  3.1859  -4.3574  2.7312
H  3.9998  -2.8546  2.7224
H  3.3839  -2.3857  5.0979
H  3.3901  -4.0744  5.1683
O  3.8520  2.8632  -7.3419
S  3.1893  2.5250  -6.1212
O  2.7305  3.5909  -5.2591
O  1.9847  1.5072  -6.2766
C  1.9964  0.4357  -5.2949
C  3.3346  0.5490  -4.5259
O  4.1253  1.5240  -5.2143
H  1.0805  0.6207  -4.7420
H  1.9341  -0.4625  -5.9047
H  3.9128  -0.3579  -4.6847
H  3.1532  0.8470  -3.4965
C  2.9131  2.5714  1.8854
N  2.4718  3.6725  1.0595
C  2.2824  3.4156  -0.3527
C  2.1770  4.8977  1.5698
O  1.8593  5.8465  0.8935
H  2.0887  1.8610  1.9734
H  3.3087  2.8888  2.8484
H  3.7628  2.1094  1.3795
H  1.6216  2.5699  -0.5577
H  1.9175  4.2889  -0.8827
H  3.2606  3.1421  -0.7583
H  2.2946  4.9358  2.6602
C  -1.6214  -5.5489  0.6839
N  -1.2385  -5.8632  -0.6690
C  -0.9611  -4.7016  -1.4827
C  -0.9133  -7.1484  -0.9843
O  -0.2653  -7.5167  -1.9338
H  -2.5260  -4.9380  0.7042
H  -0.8627  -5.1516  1.3722
H  -1.8737  -6.4062  1.3224
H  -0.4715  -4.9986  -2.4028
H  -1.8352  -4.0508  -1.6002
H  -0.3824  -4.0250  -0.8389
H  -1.2552  -7.8148  -0.1765
C  -2.1027  0.2534  5.4528
N  -1.5493  1.2281  6.3619
C  -2.0635  1.2768  7.7045
C  -0.7002  2.1971  5.8885
O  -0.0688  2.9434  6.5981
H  -2.1764  -0.7109  5.9751
H  -1.3234  -0.1382  4.7949
H  -3.0357  0.4000  4.9202
H  -1.5734  0.6000  8.4098
H  -2.0657  2.2530  8.1892
H  -3.1233  1.0054  7.7099
H  -0.6817  2.1242  4.7852
C  6.8797  0.2723  -0.4307
N  5.6685  -0.0820  -1.1624
C  5.7153  -1.2780  -1.9858
C  4.5194  0.5876  -0.8840
O  3.4317  0.1307  -1.1948
H  6.8267  -0.3220  0.4898
H  6.9641  1.3435  -0.2639
H  7.7726  -0.0440  -0.9689
H  6.2477  -2.0357  -1.4155
H  4.6982  -1.4519  -2.3368
H  6.2034  -1.0968  -2.9503
H  4.7757  1.5169  -0.3564
C  -6.7675  -0.2709  -0.4971
N  -5.7182  -1.2287  -0.2526
C  -4.3302  -0.8045  -0.3417
C  -6.0637  -2.4501  0.2268
O  -5.3170  -3.2531  0.7390
H  -7.7751  -0.6435  -0.2730
H  -6.9529  -0.0942  -1.5637
H  -6.7200  0.6516  0.0805
H  -4.1920  0.0296  -1.0255
H  -3.8921  -0.5909  0.6348
H  -3.8527  -1.6629  -0.8170
H  -7.1437  -2.6355  0.1376